1.
Entry from the Open Molecules 2025 dataset: C2H3NOS2 in the gas phase in a non-equilibrium geometry (ωB97M-V/def2-TZVPD).

As for the charge: 0. The value obtained for the LUMO energy is -1.8 eV. For the total energy, the calculation gives -27327.70600 eV. The gap between HOMO and LUMO is 7.4 eV.

XYZ file:
```
9
Properties=species:S:1:pos:R:3:forces:R:3
S 1.54565 -0.40425 -1.31759 -0.56 -0.42 0.16
H -0.04632 -2.42559 -0.53953 -3.05 1.64 1.16
S -0.64407 2.24810 1.10124 -0.37 -0.41 -0.06
C 0.34247 1.47933 0.07674 0.31 2.17 1.50
H -1.20619 -0.36804 1.07630 1.35 -0.81 -1.87
O -0.96698 -1.97216 -0.17023 3.83 -1.38 -1.29
N -0.54903 -0.75512 0.31366 -1.05 2.45 1.64
H 1.16065 2.12050 -0.29331 -0.32 -0.93 -0.37
C 0.36381 0.07723 -0.24728 -0.15 -2.32 -0.86
```
Positions in Å, forces in eV/Å.

***

2.
Entry from the Open Molecules 2025 dataset: 10 unconnected molecules or ions with the total composition C34H61Cl6N7 in a non-equilibrium geometry (ωB97M-V/def2-TZVPD).

As for the charge: -1. The value obtained for the LUMO energy (alpha / beta) is 2.0 / 2.0 eV. For the total energy, the calculation gives -121810.48284 eV. As for the expectation value of S²: 0.75. The gap between HOMO and LUMO (alpha / beta) is 1.6 / 10.5 eV. Its multiplicity is 2.

XYZ file:
```
108
Properties=species:S:1:pos:R:3:forces:R:3
C -12.18464 0.27049 -30.35326 -0.05 0.54 -0.89
H -17.34893 8.95496 -34.43368 0.35 0.14 0.15
N -7.35271 0.80114 -38.55639 -1.54 2.42 -0.58
H -8.42604 3.79345 -38.31675 0.22 -0.11 0.04
C -17.18673 3.07052 -36.96033 0.18 1.01 -0.33
C -17.09162 7.92605 -34.68518 0.03 -0.35 -1.13
H -6.25918 0.37330 -33.94444 -0.39 -0.16 0.00
H -19.81666 5.31402 -37.11857 -0.36 -0.02 -0.01
C -15.55492 5.86030 -34.06939 -0.61 0.26 0.39
H -13.25618 7.21200 -38.16551 0.10 0.62 0.49
N -16.67525 7.98226 -37.35660 -0.67 -0.26 3.89
H -11.40270 -5.40301 -39.84196 0.32 -0.10 -0.40
H -9.40629 -1.65835 -36.69645 0.96 0.30 -0.22
H -14.34475 -5.42118 -40.25861 -0.61 -0.14 0.85
H -11.22376 8.19786 -37.10310 0.19 -0.01 0.23
H -7.64803 -3.30589 -37.53925 0.43 0.02 -0.11
C -10.27428 2.68531 -38.47536 -0.33 0.71 -0.20
H -10.75327 1.08006 -39.84911 0.00 -0.02 -0.17
C -10.49349 -1.83334 -38.48629 -1.58 -0.84 -0.35
C -19.25236 4.44560 -35.31532 0.31 0.34 4.44
H -16.89712 3.25969 -35.92667 -0.23 -0.24 0.18
C -7.97260 1.78073 -38.74831 1.49 -2.40 0.71
H -7.77716 -1.88261 -38.57230 0.00 0.03 -0.08
H -14.53933 5.62222 -33.75321 0.06 0.31 0.25
C -13.50835 -5.70330 -38.13951 -0.72 1.23 -0.75
H -14.42877 -6.19629 -37.82663 0.26 -0.16 0.43
H -9.70913 4.00818 -33.25463 -0.07 -0.29 -0.58
H -11.09765 2.71610 -40.48307 -0.06 -0.10 -0.07
C -11.43626 0.17213 -35.65593 -3.12 -0.68 -0.59
H -10.01468 -1.10235 -39.13783 0.15 -0.02 0.15
C -8.82038 2.96678 -38.90770 0.01 -0.64 0.29
H -12.90724 -0.25556 -37.06131 0.15 -0.50 -0.02
H -9.91384 -3.20812 -36.80727 -0.49 -0.56 -0.76
C -8.12765 3.08387 -34.40088 -0.11 -0.39 -0.46
H -12.33168 -3.97583 -40.00550 -0.17 0.18 -0.38
Cl -12.73163 2.70434 -31.53503 0.08 -0.60 -0.07
H -8.46938 3.46212 -35.36433 -0.19 0.09 0.24
N -10.38748 0.42069 -35.32815 2.95 0.71 0.78
H -11.17938 0.68095 -30.25795 -0.18 0.02 0.12
H -10.60976 3.66930 -38.14777 -0.57 0.24 -0.53
N -19.12343 4.57098 -34.12631 -0.61 -0.57 -5.61
H -12.72662 6.68837 -35.53760 0.17 0.60 -0.34
Cl -6.32438 2.98845 -34.59318 -0.58 0.31 0.43
H -12.08911 5.19368 -36.08652 0.38 -0.01 -0.37
C -13.54822 -4.30658 -37.65789 -0.13 0.61 0.14
H -16.10483 7.52630 -32.77140 -0.37 -0.09 -0.06
H -13.37221 2.58383 -37.04808 0.28 -0.30 -0.13
Cl -3.89338 -0.54385 -35.37496 -0.09 0.27 -0.29
H -16.24512 3.00350 -37.50529 0.01 -0.16 -0.19
C -16.85754 7.92805 -36.18782 0.78 0.22 -2.38
H -13.03667 -1.11992 -35.48568 -0.21 -0.03 -0.28
H -13.73048 5.57341 -36.36684 -0.16 0.02 -0.29
H -16.22626 5.24342 -33.47201 -0.06 -0.27 -0.29
C -12.82950 -0.16949 -35.97749 0.30 0.69 -0.55
C -12.43666 6.59291 -37.80055 -0.14 -0.29 0.68
Cl -6.61570 -1.92788 -34.30298 0.45 -1.04 0.39
H -14.11010 3.10626 -35.59179 -0.26 -0.12 0.15
H -12.46191 2.64154 -35.49193 0.24 -0.15 -0.23
C -12.31752 -5.02553 -40.29880 0.73 0.36 0.76
C -8.63142 3.84752 -33.22613 -0.41 0.99 0.55
H -18.03723 7.39712 -34.56617 0.10 -0.40 0.24
H -8.53148 2.09367 -34.18988 0.41 -0.29 -0.81
H -12.45139 0.49340 -32.50018 0.18 0.40 0.02
H -12.29589 -5.13457 -41.38312 0.14 0.08 0.13
H -5.91352 -0.75168 -36.65930 0.82 0.11 -0.58
H -7.57612 -0.16969 -35.10623 0.25 1.24 -0.31
C -9.56702 -2.41258 -37.46677 0.52 0.90 0.26
C -5.51528 -0.03275 -35.94331 -1.27 -1.25 0.31
H -5.47341 0.95704 -36.39790 -0.06 -0.14 0.42
C -18.00661 4.26440 -37.50049 -0.35 -1.07 0.51
Cl -8.43057 2.84037 -31.77071 0.32 0.08 0.55
C -19.39041 4.35922 -36.81071 0.83 0.70 0.70
H -17.48829 5.21645 -37.38628 0.11 -0.13 -0.10
H -15.02156 7.91350 -34.03969 -0.09 0.36 -0.21
H -17.73286 2.13322 -37.06655 0.03 -0.01 0.14
H -13.94702 0.68670 -31.59353 0.10 -0.01 0.08
H -12.77533 0.45170 -29.45529 0.19 -0.23 -0.04
H -15.58076 5.55214 -35.11460 -0.36 0.16 -0.08
N -9.18472 5.73787 -36.97427 -1.19 1.42 -0.52
C -11.13068 2.07277 -39.60379 0.39 0.32 0.90
C -8.46157 -3.66826 -39.39401 -0.45 0.55 0.27
C -11.09816 7.36729 -37.79771 -0.31 -0.15 0.18
H -10.79336 -2.69862 -39.07743 -0.20 0.27 -0.60
H -12.51457 5.80399 -38.54865 0.73 -0.35 0.11
H -13.86008 0.90830 -34.49717 -0.49 0.09 0.10
H -13.30526 -6.81035 -39.90480 -0.41 -0.20 -0.17
N -8.64851 -4.29227 -40.33410 0.01 -0.55 -0.46
C -12.73472 6.01583 -36.39534 -0.58 -0.48 -0.13
H -20.04118 3.54982 -37.14160 -0.02 -0.04 0.41
C -8.29175 -2.78789 -38.25015 0.61 -0.13 1.70
C -13.40016 2.37520 -35.97859 -0.63 -0.42 0.31
C -6.53077 -0.23794 -34.80510 0.21 0.72 -0.02
C -12.87896 0.90418 -31.58556 0.03 -0.42 0.56
H -8.76983 3.25836 -39.95676 -0.15 0.09 -0.03
H -14.78908 0.61548 -35.99706 -0.08 0.31 0.09
H -10.38521 2.16157 -37.52589 0.54 -0.62 -0.19
H -18.23375 4.08399 -38.55119 0.20 0.26 -0.14
H -11.43324 -1.42264 -38.11710 0.19 0.09 0.23
C -15.92993 7.34782 -33.83237 0.77 -0.17 -0.73
H -8.24676 4.85356 -33.05873 0.55 -0.27 0.01
N -13.56278 -3.20192 -37.32056 0.01 -0.87 -0.20
C -13.82991 0.93099 -35.58652 0.87 0.51 0.46
Cl -11.95741 -1.49704 -30.62617 -0.30 0.33 0.15
H -10.86990 7.84468 -38.75065 0.18 -0.33 -0.18
C -13.47922 -5.75655 -39.68720 0.75 -0.64 -0.29
H -12.16523 1.97071 -39.27606 -0.06 0.00 -0.10
C -9.98105 6.51097 -37.32952 0.67 -1.10 0.13
H -12.60781 -6.13509 -37.70282 -0.16 -0.36 -0.14
```
Positions in Å, forces in eV/Å.

***

3.
Entry from the Open Molecules 2025 dataset: a molecular structure, C17H23BrCdN7O5 (ωB97M-V/def2-TZVPD).

As for the charge: +1. The value obtained for the LUMO energy is -2.4 eV. For the total energy, the calculation gives -113271.62822 eV. The gap between HOMO and LUMO is 7.9 eV.

XYZ file:
```
54
Properties=species:S:1:pos:R:3:forces:R:3
H -2.84176 -7.81973 1.98161 0.00 0.02 -0.01
C -2.36069 -4.68413 0.85893 0.13 0.35 0.13
H 1.95771 0.16704 -4.49633 -0.04 -0.03 -0.01
H 0.57523 1.92035 -1.23869 -0.08 0.04 -0.08
Cd -0.88265 -0.67623 1.15968 0.09 0.31 -0.13
H 1.91516 2.67430 -4.00148 -0.05 -0.02 -0.01
C 0.63204 0.45470 -2.85421 0.00 0.03 -0.07
C -0.88490 3.49995 4.09311 -0.05 0.19 0.15
H -0.16780 4.86117 5.23164 -0.07 -0.01 -0.02
O 2.60489 0.67417 -0.39182 -0.09 -0.08 0.16
Br -3.44352 0.93843 2.13429 -0.03 0.04 -0.01
H -3.59527 -6.17160 -1.89588 0.00 0.00 0.01
N -0.94927 0.52274 -0.96884 0.20 -0.20 0.00
N -1.34218 -3.29522 2.43031 -0.06 0.00 -0.02
H 1.27618 3.41631 4.06800 -0.02 -0.01 -0.02
N -1.88517 -3.37970 1.28581 -0.27 -0.31 -0.33
H -1.58380 1.26750 -1.23410 0.01 0.01 0.10
O -1.02598 4.54985 4.91586 0.11 -0.06 -0.03
H -1.25821 -0.30547 -1.47415 -0.03 0.02 -0.02
C -3.25173 -6.05730 -0.87600 0.00 0.00 0.00
C -2.05143 2.90802 3.62218 -0.03 0.00 0.01
O -2.04747 -2.37314 0.44267 -0.01 -0.24 0.19
H -3.62356 -8.10317 -0.35066 0.00 0.01 0.00
C -1.91042 1.82594 2.78800 0.02 -0.07 -0.06
C -3.26791 -7.13949 -0.01085 0.01 0.03 0.02
H -3.01937 3.27959 3.92314 0.01 0.00 -0.01
H 3.52344 4.35609 -3.75755 0.01 -0.01 -0.01
C 0.35108 2.98828 3.70321 0.07 -0.01 0.01
C 2.62624 1.95607 -3.57889 0.05 0.12 0.14
H 2.71964 -0.07464 -2.94297 0.02 -0.02 -0.05
C 2.01822 0.56593 -3.48359 0.12 -0.16 -0.05
N -0.74488 1.31844 2.39572 0.01 -0.05 0.04
N 3.44406 3.87910 -0.56298 -0.02 -0.03 0.00
C 0.43743 0.84614 -1.37990 -0.17 0.08 -0.01
H 0.33464 -0.59503 -2.94024 -0.03 0.01 0.00
C -2.79698 -4.81802 -0.44445 -0.05 -0.05 -0.11
H 3.77010 5.49539 -2.49225 -0.02 0.00 -0.01
H -2.78104 -3.96330 -1.10218 0.00 0.00 0.00
C -2.37337 -5.75168 1.74465 0.02 -0.04 0.07
N 3.52015 4.56501 -2.77554 0.04 0.09 0.00
O 1.08811 -0.87537 0.14881 0.40 0.44 -0.06
H 3.49888 1.91324 -4.23415 0.04 0.05 -0.01
H -0.08545 1.03153 -3.44611 0.00 0.00 -0.01
H 3.37672 3.10581 0.08210 0.05 -0.03 -0.02
C 1.46655 0.15747 -0.45884 -0.44 -0.43 0.22
H 2.80787 1.69138 -1.46631 0.34 -0.35 0.37
H -2.03183 -5.61962 2.76033 -0.01 -0.01 -0.02
C 0.36987 1.90165 2.86011 -0.05 -0.12 -0.05
N 3.02520 2.37287 -2.23769 -0.24 0.64 -0.43
C 3.33567 3.59073 -1.87647 0.10 -0.12 -0.17
H 3.98969 4.67098 -0.27088 0.00 0.00 0.01
O -0.93537 -2.13733 2.77173 0.03 -0.02 0.19
C -2.82811 -6.98060 1.29832 -0.01 -0.01 -0.02
H 1.30538 1.45463 2.54380 -0.02 0.00 0.00
```
Positions in Å, forces in eV/Å.

***

4.
Entry from the Open Molecules 2025 dataset: a molecular structure, C28H21CrF3N3O6S (ωB97M-V/def2-TZVPD).

As for the charge: -1. The value obtained for the LUMO energy (alpha / beta) is 2.1 / 2.1 eV. For the total energy, the calculation gives -93546.33330 eV. As for the expectation value of S²: 6.15. The gap between HOMO and LUMO (alpha / beta) is 3.4 / 6.2 eV. Its multiplicity is 5.

XYZ file:
```
63
Properties=species:S:1:pos:R:3:forces:R:3
H 1.21501 -0.41712 -4.82065 0.02 -0.01 -0.02
H 5.37177 -1.28111 -3.05362 -0.03 0.00 -0.03
C -2.38113 1.37774 3.31585 -0.15 -0.13 0.00
C -3.15531 -3.88726 1.78714 -0.03 -0.02 0.01
C -3.32001 -2.99366 2.83354 0.05 -0.04 -0.05
C 3.56647 -0.90809 -0.21509 0.19 -0.05 0.15
H -0.92529 -4.59685 -2.22279 -0.02 -0.02 0.01
O -0.00208 0.45014 -2.05795 0.09 0.22 -0.65
H -2.92743 2.77640 4.82636 -0.02 0.00 -0.02
O 1.34163 -0.37425 0.08587 -0.23 0.01 0.09
H 1.45197 1.30461 -4.47647 0.06 -0.03 -0.03
H 0.68512 5.13444 2.62991 0.01 -0.01 0.02
H -0.18280 0.62067 -4.41691 0.00 -0.02 -0.03
C -2.25193 2.57839 4.00195 0.15 0.07 -0.04
N 0.03557 1.87574 0.66032 -0.07 0.73 0.06
H -2.43340 -5.39977 -0.38755 -0.01 0.00 0.01
H -3.60703 -4.87159 1.81403 0.02 0.00 0.02
C 3.31604 -0.66969 -2.97264 0.12 -0.03 0.06
H 5.47966 -2.26239 1.30395 -0.01 0.01 -0.05
S -3.17985 1.05914 -2.03008 -0.85 0.08 -0.21
O 5.86410 -1.51699 -0.60209 -0.01 0.07 0.04
O -2.51541 0.40133 -0.88361 0.56 0.49 -0.14
H 3.22998 -0.57915 -4.04693 0.01 0.03 -0.01
C -2.76104 -1.72339 2.81971 0.01 0.07 0.11
Cr -0.54968 0.15230 -0.23686 0.16 -0.72 0.33
C 2.29970 -0.54158 -0.74129 -0.17 0.05 -0.23
C 0.51667 4.20879 2.09352 -0.03 -0.18 -0.13
C -2.36146 -3.52398 0.68464 -0.01 -0.07 0.03
C -2.80429 2.85483 -1.70673 0.21 -0.16 0.22
C 4.50758 -1.06251 -2.44173 0.01 0.04 -0.26
O -2.63446 0.77770 -3.32831 0.41 0.08 0.03
C 0.99465 0.14725 -2.74170 0.17 0.02 -0.12
C -0.63324 2.10544 1.81587 -0.04 -0.07 -0.02
H -3.19092 0.71956 3.58256 0.06 -0.02 0.01
C 1.25424 3.89909 0.96039 0.02 0.11 0.08
C -0.46652 3.30603 2.55597 0.05 0.08 0.01
C 6.07323 -1.49713 0.79644 0.07 -0.03 0.14
C -1.51633 1.06544 2.24936 0.06 0.03 -0.10
C 4.63240 -1.15811 -1.03929 -0.15 -0.02 0.11
H -3.89283 -3.29780 3.70224 0.00 0.02 0.01
C 2.19082 -0.37359 -2.16731 0.02 -0.07 0.20
H 1.51608 2.47829 -0.64306 -0.03 0.03 0.00
C -1.81376 -2.21295 0.64571 0.05 0.08 0.12
H -2.86489 -1.10876 3.69734 -0.02 0.02 -0.04
H 7.13005 -1.70153 0.94994 -0.01 -0.01 -0.02
N -1.02705 -1.80411 -0.38185 -0.10 -0.33 -0.03
C -1.20512 -3.95099 -1.40127 0.04 0.11 -0.02
C -0.71990 -2.65674 -1.36920 0.02 -0.08 -0.17
F -3.57509 3.70809 -2.38540 -0.16 -0.24 -0.15
H -1.18083 4.43536 4.24790 -0.02 -0.01 -0.01
C -2.02509 -1.27580 1.70638 -0.03 -0.28 -0.12
H 2.02907 4.56239 0.59890 -0.02 0.00 0.00
C -2.03810 -4.39146 -0.38424 0.00 0.08 -0.01
C -1.28730 3.52000 3.67846 -0.06 0.03 0.08
C 0.98169 2.73778 0.26311 -0.08 -0.12 -0.19
F -1.53169 3.12608 -2.04439 0.02 0.01 0.18
H -0.06762 -2.28008 -2.14647 -0.03 -0.01 -0.01
O -4.60878 0.97603 -1.92580 -0.01 0.13 0.19
C 0.86797 0.41943 -4.21738 -0.14 0.06 0.07
F -2.96784 3.11599 -0.40186 0.13 0.05 -0.16
H 5.82595 -0.51972 1.21929 0.02 -0.02 -0.03
H 3.62809 -0.98205 0.86170 -0.02 -0.03 -0.06
N -1.39993 -0.07424 1.50214 -0.27 0.04 0.71
```
Positions in Å, forces in eV/Å.